A | {"formula": "C12H23NO6S", "method": "ωB97M-V with the def2-TZVPD basis set", "molar_mass_g_mol": 309.384, "charge": 0, "homo_energy_ev": -9.22, "symbols": ["C", "C", "O", "C", "C", "O", "S", "O", "O", "O", "C", "C", "C", "C", "C", "N", "C", "C", "C", "O", "H", "H", "H", "H", "H", "H", "H", "H", "H", "H", "H", "H", "H", "H", "H", "H", "H", "H", "H", "H", "H", "H", "H"], "xyz": [[-0.800, 5.550, -2.952], [-1.417, 4.303, -2.295], [-0.670, 3.169, -2.709], [-0.304, 2.284, -1.678], [-0.710, 0.869, -2.084], [-0.504, 0.636, -3.484], [0.680, -0.459, -3.532], [0.666, -1.245, -4.681], [1.861, 0.271, -3.314], [0.237, -1.290, -2.252], [-0.199, -0.322, -1.246], [1.013, -0.109, -0.336], [1.729, -1.410, 0.042], [0.775, -2.511, 0.578], [1.118, -2.972, 2.018], [0.280, -2.230, 2.975], [1.032, -1.463, 3.984], [-0.735, -3.040, 3.562], [-2.112, -2.408, 3.560], [-0.572, -4.128, 3.990], [0.232, 5.371, -3.233], [-0.850, 6.414, -2.295], [-1.334, 5.831, -3.856], [-2.443, 4.242, -2.653], [-1.391, 4.470, -1.220], [-0.765, 2.506, -0.715], [0.778, 2.357, -1.550], [-1.789, 0.837, -1.936], [-1.008, -0.685, -0.632], [1.742, 0.530, -0.827], [0.763, 0.388, 0.603], [2.238, -1.828, -0.815], [2.436, -1.201, 0.836], [-0.237, -2.123, 0.652], [0.700, -3.360, -0.095], [0.929, -4.043, 2.044], [2.179, -2.851, 2.211], [2.104, -1.496, 3.833], [0.806, -1.755, 5.010], [0.745, -0.413, 3.899], [-2.802, -2.949, 4.189], [-1.979, -1.379, 3.890], [-2.423, -2.359, 2.518]]}

---

B | {"formula": "C12H23NO6S", "method": "ωB97M-V with the def2-TZVPD basis set", "molar_mass_g_mol": 309.384, "charge": 0, "homo_energy_ev": -9.22, "symbols": ["C", "C", "C", "O", "O", "C", "C", "C", "O", "S", "O", "O", "O", "C", "C", "C", "C", "C", "C", "N", "H", "H", "H", "H", "H", "H", "H", "H", "H", "H", "H", "H", "H", "H", "H", "H", "H", "H", "H", "H", "H", "H", "H"], "xyz": [[3.160, -0.692, 1.633], [3.672, 0.201, 0.490], [2.704, 0.476, -0.635], [2.706, 1.476, -1.304], [1.799, -0.522, -0.832], [1.416, -0.816, -2.179], [-0.097, -0.888, -2.252], [-0.700, -2.048, -1.474], [0.165, -3.193, -1.401], [0.048, -3.920, 0.013], [1.242, -3.672, 0.739], [-0.438, -5.237, -0.166], [-1.130, -3.026, 0.585], [-1.102, -1.723, -0.035], [-2.453, -1.038, 0.065], [-2.450, 0.098, 1.092], [-1.828, 1.369, 0.522], [-1.851, 2.534, 1.504], [-1.017, 3.774, 1.082], [-0.605, 3.882, -0.311], [2.194, -1.133, 1.397], [3.051, -0.119, 2.552], [3.841, -1.519, 1.824], [3.956, 1.183, 0.868], [4.570, -0.222, 0.034], [1.777, -0.058, -2.872], [1.858, -1.773, -2.454], [-0.504, 0.051, -1.868], [-0.386, -0.961, -3.301], [-1.602, -2.388, -1.994], [-0.327, -1.120, 0.449], [-2.677, -0.608, -0.916], [-3.217, -1.786, 0.281], [-1.873, -0.213, 1.969], [-3.466, 0.297, 1.438], [-2.358, 1.645, -0.395], [-0.789, 1.162, 0.240], [-1.516, 2.183, 2.484], [-2.893, 2.840, 1.645], [-0.105, 3.808, 1.678], [-1.594, 4.670, 1.316], [-1.359, 3.739, -0.967], [0.176, 3.287, -0.546]]}

---

The structure with the most favorable energy is B; the runner-up is 49.9 kcal/mol above it.

---

A | {"formula": "C9H9N2O", "method": "ωB97M-V with the def2-TZVPD basis set", "molar_mass_g_mol": 161.184, "charge": 1, "homo_energy_ev": -14.43, "symbols": ["C", "C", "O", "C", "C", "N", "N", "C", "C", "C", "C", "C", "H", "H", "H", "H", "H", "H", "H", "H", "H"], "xyz": [[-2.977, 1.196, -0.013], [-1.627, 0.592, 0.340], [-1.091, 0.776, 1.392], [-1.049, -0.443, -0.693], [-1.729, -1.623, -0.320], [-2.210, -2.624, -0.085], [0.536, -0.402, -0.398], [0.976, -1.095, 0.739], [2.297, -0.900, 1.161], [3.076, 0.133, 0.527], [2.567, 0.806, -0.561], [1.292, 0.451, -1.018], [-3.378, 1.244, -1.021], [-3.737, 0.620, 0.599], [-3.139, 2.267, 0.404], [-1.070, -0.090, -1.736], [0.308, -1.829, 1.127], [2.696, -1.525, 2.027], [4.042, 0.299, 0.788], [3.202, 1.186, -1.329], [1.015, 0.961, -1.928]]}

---

B | {"formula": "C9H9N2O", "method": "ωB97M-V with the def2-TZVPD basis set", "molar_mass_g_mol": 161.184, "charge": 1, "homo_energy_ev": [-11.83, -10.98], "symbols": ["C", "C", "C", "C", "C", "C", "C", "C", "C", "N", "N", "O", "H", "H", "H", "H", "H", "H", "H", "H", "H"], "xyz": [[-2.383, -0.300, 0.025], [-1.960, -1.709, -0.088], [-1.519, 0.710, -0.025], [-0.574, -1.958, -0.083], [-0.149, 0.460, -0.080], [0.340, -0.908, -0.069], [2.593, -0.071, 0.211], [2.308, -2.292, 0.415], [1.058, 2.726, 0.218], [0.847, 1.381, 0.009], [1.754, -1.097, 0.072], [3.637, 0.392, 0.222], [-3.398, -0.128, 0.230], [-2.622, -2.513, 0.215], [-1.911, 1.645, -0.128], [-0.172, -2.971, -0.346], [3.376, -2.451, 0.463], [1.706, -3.094, 0.157], [2.064, 2.835, 0.746], [1.147, 3.276, -0.784], [0.242, 3.225, 0.788]]}

---

The structure with the most favorable energy is A; the runner-up is 92.0 kcal/mol above it.

---

A | {"formula": "C3H11N2S", "method": "ωB97M-V with the def2-TZVPD basis set", "molar_mass_g_mol": 107.202, "charge": 1, "homo_energy_ev": -12.56, "symbols": ["C", "S", "C", "H", "H", "H", "H", "H", "H", "N", "C", "N", "H", "H", "H", "H", "H"], "xyz": [[-1.324, -0.705, -1.848], [-0.694, 0.205, -0.440], [-2.282, 0.799, 0.273], [-1.399, -0.087, -2.735], [-0.766, -1.630, -1.976], [-2.332, -1.079, -1.706], [-2.954, -0.032, 0.080], [-2.688, 1.555, -0.396], [-2.240, 0.901, 1.354], [1.665, 0.608, 1.871], [2.495, 0.043, 1.034], [2.147, -0.654, -0.012], [0.689, 0.657, 1.598], [2.066, 1.316, 2.469], [3.528, 0.355, 1.105], [1.228, -1.042, -0.204], [2.859, -1.209, -0.469]]}

---

B | {"formula": "C3H11N2S", "method": "ωB97M-V with the def2-TZVPD basis set", "molar_mass_g_mol": 107.202, "charge": 1, "homo_energy_ev": [-13.65, -13.65], "symbols": ["C", "C", "C", "N", "N", "S", "H", "H", "H", "H", "H", "H", "H", "H", "H", "H", "H"], "xyz": [[2.376, -0.215, 0.145], [-2.600, 0.479, -0.308], [0.796, 0.291, 0.204], [-0.019, -0.589, -0.485], [0.445, 0.409, 1.574], [0.151, -0.962, -2.004], [2.948, 0.637, 0.685], [2.273, -1.140, 0.645], [2.625, -0.409, -0.873], [-3.516, -0.149, -0.427], [-2.340, 1.074, -1.312], [-1.819, -0.329, -0.149], [1.034, 1.266, -0.262], [-2.833, 1.210, 0.432], [1.156, 0.894, 2.210], [0.016, -0.405, 2.086], [-0.693, -2.064, -2.160]]}

---

The structure with the most favorable energy is A; the runner-up is 100.3 kcal/mol above it.

---

A | {"formula": "C7H10S", "method": "ωB97M-V with the def2-TZVPD basis set", "molar_mass_g_mol": 126.224, "charge": 0, "homo_energy_ev": -8.31, "symbols": ["C", "C", "C", "C", "C", "C", "C", "H", "H", "H", "H", "H", "H", "H", "H", "H", "H", "S"], "xyz": [[-1.676, 0.126, -0.154], [-0.572, 1.087, 0.242], [0.844, 1.255, -0.547], [1.397, -0.181, -0.624], [0.460, -1.271, -0.557], [-0.801, -1.044, 0.303], [-0.430, 0.004, 1.425], [-0.750, 2.066, 0.580], [0.721, 1.876, -1.458], [1.415, 2.072, 0.190], [2.247, -0.275, 0.025], [1.839, -0.104, -1.635], [0.937, -2.189, -0.333], [-0.110, -1.292, -1.484], [-1.298, -1.991, 0.544], [0.514, -0.375, 1.882], [-1.528, 0.150, 2.126], [-3.210, 0.086, -0.524]]}

---

B | {"formula": "C7H10S", "method": "ωB97M-V with the def2-TZVPD basis set", "molar_mass_g_mol": 126.224, "charge": 0, "homo_energy_ev": -8.95, "symbols": ["S", "C", "C", "C", "C", "C", "C", "C", "H", "H", "H", "H", "H", "H", "H", "H", "H", "H"], "xyz": [[0.064, -0.886, 2.491], [0.434, 0.066, 0.976], [1.270, -0.607, -0.148], [-0.018, -0.639, -1.045], [0.074, 0.138, -2.383], [-0.341, 1.549, -1.993], [-0.950, 1.575, -0.842], [-0.765, 0.252, -0.019], [-0.162, -2.034, 1.895], [0.825, 1.002, 1.343], [2.094, -0.012, -0.564], [1.660, -1.586, 0.188], [-0.436, -1.629, -1.188], [0.990, 0.047, -2.973], [-0.740, -0.250, -3.012], [-0.185, 2.400, -2.653], [-1.553, 2.397, -0.494], [-1.734, -0.162, 0.330]]}

---

C | {"formula": "C7H10S", "method": "ωB97M-V with the def2-TZVPD basis set", "molar_mass_g_mol": 126.224, "charge": 0, "homo_energy_ev": -8.20, "symbols": ["C", "C", "S", "C", "C", "C", "C", "C", "H", "H", "H", "H", "H", "H", "H", "H", "H", "H"], "xyz": [[-2.620, -0.501, -0.241], [-1.321, -0.178, -0.186], [-0.039, -1.462, 0.240], [1.400, -0.070, 0.467], [2.425, -0.324, -0.670], [0.493, 1.057, 0.763], [-0.248, 2.245, 0.063], [-0.499, 0.949, -0.497], [-3.263, 0.294, -0.545], [-2.978, -1.670, -0.290], [1.858, -0.467, 1.322], [2.630, -1.463, -0.857], [2.094, 0.042, -1.619], [3.277, 0.443, -0.406], [0.120, 0.836, 1.727], [0.111, 2.957, -0.749], [-1.260, 2.614, 0.663], [0.264, 0.728, -1.286]]}

---

The structure with the most favorable energy is B; the runner-up is 48.7 kcal/mol above it.